The following is a DFT calculation (wB97M-V/def2-TZVPD) of the ion C8H16ClN2 with charge +1 at a distorted geometry.

LUMO energy: -3.26 eV
gap between HOMO and LUMO: 9.625 eV
energy above the lowest of the compared OMol25 structures with the same formula, charge and spin: 137.8 kJ/mol
net charge: +1
total energy: -883.8053 hartree
structure (SMILES): CC1=[N+]([C@H](Cl)N(C)C)CCC1

The geometry in XYZ format:
```
27
Properties=species:S:1:pos:R:3:forces:R:3
C 1.32454 -1.63967 -1.62254 -0.1 0.3 0.3
C 1.31478 -0.17777 -1.22792 -0.5 0.1 0.4
N 0.34563 0.37604 -0.54098 1.4 0.5 0.3
C -1.26929 -0.27722 0.02128 0.0 -2.0 -0.7
Cl -2.23775 0.97468 -0.80364 -0.2 -1.8 0.0
N -1.73010 -0.49220 1.31047 0.5 0.5 0.7
C -0.82737 -1.20826 2.20789 0.2 -0.2 -0.5
C -3.15876 -0.54226 1.80126 -0.1 0.9 -0.1
C 0.56319 1.81205 -0.36382 -0.7 0.7 0.7
C 1.89434 2.13374 -0.98773 0.4 0.1 -0.3
C 2.42864 0.83165 -1.59735 -1.4 0.0 0.6
H 2.25245 -1.93966 -2.12517 -0.3 0.2 0.2
H 1.18348 -2.25375 -0.72592 0.2 0.0 -0.1
H 0.46954 -1.84779 -2.27679 0.2 0.1 0.0
H -0.86629 -1.27017 -0.40384 -1.7 1.5 -0.3
H -1.24719 -1.20580 3.21304 0.2 0.0 -0.2
H -0.67793 -2.24559 1.89820 0.1 -0.1 0.0
H 0.12587 -0.69182 2.21919 0.3 -0.1 0.1
H -3.12547 -0.83143 2.87529 0.1 0.3 -0.9
H -3.65365 0.44909 1.75379 0.3 -0.6 -0.2
H -3.78463 -1.29575 1.28478 0.5 0.4 0.0
H -0.27919 2.36560 -0.81901 0.6 -0.3 0.3
H 0.56598 2.02554 0.71372 -0.2 0.0 -0.2
H 1.81640 2.92758 -1.70668 -0.2 0.2 -0.5
H 2.56849 2.51464 -0.25121 0.5 0.1 0.6
H 3.39515 0.59249 -1.19456 0.3 -0.7 0.5
H 2.60913 0.91602 -2.65175 -0.3 -0.3 -0.7
```
Positions in Å, forces in eV/Å.

natural (NBO) population analysis, charges in e, atoms 1 to 6: -0.700, 0.452, -0.337, 0.240, 0.058, -0.479